(1)
{"formula": "C19H58O17", "method": "the ωB97M-V functional and the def2-TZVPD basis", "largest_force_ev_per_a": 18.73, "spin_multiplicity": 1, "orbital_gap_ev": 8.33, "e_tot_ha": -2036.47629, "symbols": ["C", "O", "H", "H", "H", "H", "C", "C", "O", "O", "H", "H", "H", "H", "H", "H", "C", "C", "O", "O", "H", "H", "H", "H", "H", "H", "C", "C", "O", "O", "H", "H", "H", "H", "H", "H", "C", "C", "O", "O", "H", "H", "H", "H", "H", "H", "C", "C", "O", "O", "H", "H", "H", "H", "H", "H", "C", "C", "O", "O", "H", "H", "H", "H", "H", "H", "C", "C", "O", "O", "H", "H", "H", "H", "H", "H", "C", "C", "O", "H", "H", "H", "H", "H", "H", "C", "C", "O", "H", "H", "H", "H", "H", "H"], "xyz": [[-1.3371, 3.1655, 1.6717], [-2.6442, 2.7625, 2.1043], [-0.6954, 2.2951, 1.5349], [-1.4199, 3.5717, 0.6636], [-0.8989, 3.9982, 2.2218], [-3.0469, 3.3331, 2.7628], [-2.6738, -1.5081, -2.4076], [-1.2656, -1.7851, -3.0323], [-0.3848, -0.6953, -3.0068], [-3.4013, -0.6016, -3.2933], [-2.5877, -0.9722, -1.4623], [-3.1854, -2.4630, -2.2877], [-1.3724, -2.0988, -4.0707], [-0.8144, -2.6112, -2.4827], [0.1235, -0.9310, -3.7863], [-3.0845, 0.2857, -3.1088], [-0.1292, -3.2569, 1.1257], [-0.2960, -3.6861, -0.3427], [-0.5603, -5.1288, -0.3862], [-0.1511, -1.8722, 1.4422], [0.8450, -3.5490, 1.5176], [-0.8217, -3.7640, 1.7975], [0.5363, -3.2621, -0.9045], [-1.1697, -3.3056, -0.8718], [-1.4875, -5.2044, -0.6234], [-0.2443, -1.9256, 2.3961], [1.9757, -2.1494, -2.5461], [3.1759, -1.4971, -1.8720], [2.9668, -1.0196, -0.4860], [1.7633, -3.3450, -1.8424], [2.2470, -2.4229, -3.5657], [1.1586, -1.4513, -2.7280], [3.7717, -0.7701, -2.4240], [3.9473, -2.2457, -1.6914], [2.2134, -0.4395, -0.3539], [1.4970, -3.1047, -0.9519], [-4.0799, 1.2547, -0.9915], [-3.0208, 2.3607, -1.3249], [-3.5294, 3.5367, -2.0151], [-4.4548, 0.5839, -2.2388], [-4.9419, 1.6261, -0.4372], [-3.5702, 0.5507, -0.3337], [-2.1716, 2.0308, -1.9235], [-2.6444, 2.6056, -0.3317], [-2.8944, 4.2502, -1.9188], [-4.7233, -0.2895, -1.9442], [2.1491, 2.8318, -3.0447], [1.2313, 2.3238, -1.9032], [0.0852, 3.2084, -1.8519], [2.5844, 4.1595, -2.8409], [1.5757, 2.9131, -3.9681], [2.9762, 2.1342, -3.1761], [1.7670, 2.3618, -0.9547], [0.7823, 1.3438, -2.0648], [0.3409, 4.1324, -1.9014], [2.8677, 4.4643, -3.7061], [1.4688, -1.2798, 2.9761], [2.5445, -1.8606, 1.9830], [3.1580, -0.7299, 1.2619], [0.7516, -2.3616, 3.4563], [0.7565, -0.5670, 2.5604], [1.8988, -0.7325, 3.8150], [2.0301, -2.5256, 1.2894], [3.1862, -2.4738, 2.6157], [3.7346, -1.0518, 0.5652], [0.3161, -2.1362, 4.2816], [1.7721, 1.7983, 1.2661], [2.7567, 1.7556, 2.5151], [2.6438, 0.4983, 3.2340], [2.2452, 1.0607, 0.0799], [1.5196, 2.8144, 0.9632], [0.8625, 1.3400, 1.6543], [2.4635, 2.6093, 3.1260], [3.7424, 1.8892, 2.0694], [2.6116, -0.2635, 2.6507], [1.9463, 0.1485, 0.0944], [-1.3045, 1.0347, 3.1669], [-1.8921, -0.3789, 3.4431], [-1.1519, -1.5657, 2.8819], [-1.5370, 1.1890, 2.1133], [-0.2221, 1.1595, 3.1380], [-1.9237, 1.7404, 3.7207], [-2.9230, -0.2840, 3.1021], [-1.9671, -0.4835, 4.5255], [-1.6691, -2.3623, 3.0215], [-0.4549, 1.1010, -0.1186], [0.0321, -0.3086, -0.5048], [1.2478, -0.7505, 0.0483], [-0.6006, 0.8610, 0.9346], [-1.4075, 1.3678, -0.5763], [0.3077, 1.8717, -0.2307], [-0.0119, -0.4985, -1.5773], [-0.7083, -0.9869, -0.0808], [0.8989, -1.3662, 0.6970]], "lowdin_charge": [-0.159, -0.151, 0.002, 0.078, 0.108, 0.096, -0.145, -0.198, -0.126, -0.123, 0.100, 0.126, 0.137, 0.089, 0.107, 0.072, -0.132, -0.161, -0.035, -0.236, 0.116, 0.132, 0.029, 0.102, 0.078, -0.172, -0.205, -0.096, -0.143, -0.038, 0.132, 0.072, 0.112, 0.121, -0.161, 0.028, -0.148, -0.223, -0.050, -0.126, 0.119, 0.100, 0.098, 0.065, 0.073, 0.092, -0.221, -0.189, -0.087, -0.061, 0.116, 0.113, 0.085, 0.110, 0.083, 0.086, -0.245, -0.046, -0.106, -0.047, 0.121, 0.127, 0.104, 0.147, 0.058, 0.134, -0.138, -0.121, -0.152, -0.116, 0.129, 0.061, 0.112, 0.115, -0.020, -0.160, -0.076, -0.097, -0.060, 0.022, 0.085, 0.102, 0.118, 0.104, 0.141, -0.070, -0.135, -0.020, 0.045, 0.057, 0.040, 0.049, 0.126, 0.018]}

=====

(2)
{"formula": "C19H63BBrFN2O14P", "method": "the ωB97M-V functional and the def2-TZVPD basis", "largest_force_ev_per_a": 1.32, "total_charge": 1, "spin_multiplicity": 1, "orbital_gap_ev": 9.13, "e_tot_ha": -4964.38036, "symbols": ["C", "B", "O", "C", "P", "O", "Br", "N", "C", "C", "C", "C", "O", "C", "N", "C", "F", "H", "H", "H", "H", "H", "H", "H", "H", "H", "H", "H", "H", "H", "H", "H", "H", "H", "H", "H", "C", "O", "H", "H", "H", "H", "C", "O", "H", "H", "H", "H", "C", "O", "H", "H", "H", "H", "C", "O", "H", "H", "H", "H", "C", "O", "H", "H", "H", "H", "C", "O", "H", "H", "H", "H", "C", "O", "H", "H", "H", "H", "C", "O", "H", "H", "H", "H", "C", "O", "H", "H", "H", "H", "C", "O", "H", "H", "H", "H", "C", "O", "H", "H", "H", "H"], "xyz": [[2.9772, -2.5926, 3.5403], [1.7689, -3.0986, 2.6796], [1.5130, -4.4510, 2.5512], [0.7041, -2.1406, 1.9542], [-0.9293, -2.1058, 3.0424], [-1.0344, -3.6611, 3.4546], [0.0404, -1.2313, 4.8999], [1.2168, -0.7270, 1.8930], [0.6016, 0.1796, 0.8489], [-0.8205, 0.6310, 1.2177], [-2.0345, -0.0537, 0.5508], [-3.0703, 0.9905, 0.0984], [-4.0984, 0.4209, -0.6991], [0.8337, -0.4552, -0.5058], [0.4497, -1.8780, -0.5671], [0.2355, -2.6743, 0.5831], [-1.1500, -2.9506, 0.7359], [3.8053, -3.3206, 3.4646], [2.6815, -2.5875, 4.5998], [3.3866, -1.6059, 3.2984], [2.3197, -4.9376, 2.3771], [-0.6222, -3.9105, 4.2778], [2.2254, -0.7287, 1.6659], [1.1259, -0.2917, 2.8147], [1.2375, 1.0824, 0.8880], [-0.8676, 1.7102, 1.0191], [-0.9083, 0.5644, 2.3186], [-1.7484, -0.6414, -0.3284], [-2.5330, -0.7317, 1.2632], [-2.5630, 1.7709, -0.4957], [-3.5186, 1.4773, 0.9798], [-4.0234, -0.5265, -0.6446], [1.8986, -0.3520, -0.7753], [0.2550, 0.1187, -1.2434], [1.1079, -2.3625, -1.1555], [0.6843, -3.6609, 0.4230], [-1.9941, 0.6608, -3.2076], [-0.8900, 1.1968, -2.4875], [-2.2208, -0.3063, -2.7610], [-2.8775, 1.2937, -3.1179], [-1.7497, 0.5197, -4.2643], [-0.6790, 2.0615, -2.8653], [2.7667, -6.4031, 4.9368], [3.7719, -6.4417, 3.9242], [3.1674, -5.8237, 5.7650], [1.8603, -5.9166, 4.5694], [2.5151, -7.4013, 5.2991], [3.4492, -6.9908, 3.2068], [-4.0745, -3.6696, -0.8074], [-3.5472, -2.4994, -1.4186], [-4.1951, -3.4530, 0.2525], [-5.0486, -3.9317, -1.2265], [-3.4044, -4.5268, -0.9113], [-3.4711, -2.6774, -2.3601], [-1.7585, 3.9773, -5.1301], [-1.0386, 3.6332, -3.9525], [-1.8947, 3.0614, -5.7008], [-2.7409, 4.3942, -4.8977], [-1.1979, 4.6921, -5.7355], [-0.8669, 4.4435, -3.4646], [-2.0429, 4.7106, 1.3257], [-1.3079, 3.6760, 1.9658], [-1.4951, 4.9821, 0.4251], [-3.0446, 4.3812, 1.0364], [-2.1327, 5.5981, 1.9569], [-1.7665, 3.3987, 2.7680], [5.2523, -0.3220, 0.7965], [3.8830, -0.1488, 1.2155], [5.5027, -1.3662, 0.9605], [5.3492, -0.0816, -0.2611], [5.9187, 0.3026, 1.3904], [3.6583, 0.7727, 1.0572], [2.1411, 4.8225, -3.5601], [1.0043, 5.6249, -3.8640], [1.7634, 3.8526, -3.2456], [2.7842, 4.6812, -4.4313], [2.7300, 5.2478, -2.7453], [1.2920, 6.4936, -4.1480], [-1.7044, 3.3320, 5.2781], [-1.7100, 2.4529, 4.1515], [-1.3920, 4.3062, 4.9106], [-2.6964, 3.4244, 5.7233], [-0.9962, 3.0030, 6.0408], [-1.9921, 1.5852, 4.4479], [3.7133, 0.1317, -3.6461], [4.1732, -0.4574, -2.4254], [4.2184, 1.0905, -3.7384], [3.9742, -0.4795, -4.5112], [2.6321, 0.2986, -3.6386], [3.7553, -1.3154, -2.3384], [-6.1272, -3.5409, -4.5411], [-4.9647, -2.9206, -3.9973], [-6.2330, -4.4996, -4.0392], [-7.0245, -2.9474, -4.3552], [-6.0293, -3.7179, -5.6141], [-4.8524, -2.0693, -4.4239], [3.1000, 3.6996, 0.1337], [3.5620, 2.9671, -0.9936], [3.6441, 4.6406, 0.1398], [2.0298, 3.9185, 0.0734], [3.3062, 3.1805, 1.0755], [3.0957, 2.1301, -1.0249]], "lowdin_charge": [0.003, -0.554, 0.122, -0.331, 0.744, -0.312, 0.429, 0.076, -0.215, -0.128, -0.178, -0.253, -0.060, -0.125, 0.068, -0.305, -0.058, 0.085, 0.061, 0.054, 0.099, 0.049, 0.108, 0.089, 0.149, 0.101, 0.082, 0.092, 0.082, 0.111, 0.120, 0.035, 0.109, 0.100, 0.123, 0.154, -0.132, -0.160, 0.067, 0.085, 0.081, 0.045, -0.144, -0.121, 0.085, 0.059, 0.084, 0.075, -0.139, -0.145, 0.078, 0.076, 0.079, 0.053, -0.123, -0.151, 0.079, 0.083, 0.080, 0.067, -0.143, -0.160, 0.073, 0.077, 0.076, 0.012, -0.079, -0.157, 0.088, 0.069, 0.090, 0.062, -0.138, -0.128, 0.066, 0.085, 0.075, 0.083, -0.105, -0.157, 0.087, 0.088, 0.084, 0.079, -0.132, -0.139, 0.083, 0.082, 0.074, 0.066, -0.137, -0.133, 0.079, 0.081, 0.079, 0.079, -0.149, -0.123, 0.086, 0.080, 0.068, 0.048]}

=====

Q: Number 1 is which compound?
A: C19H58O17